[1]
84
Properties=species:S:1:pos:R:3:forces:R:3:lowdin_charge:R:1 method="wB97M-V/def2-TZVPD" total_charge=+1 multiplicity=1 gap_ev=7.2 homo_ev=-11.4 e_tot_ev=-765513.6159
C 4.122746 1.980615 2.126130 0.27 -1.13 0.72 -0.195
C 2.986940 0.835169 1.771893 -3.65 1.90 2.72 -0.611
Br 3.513818 -0.649977 0.538607 -0.76 1.61 1.44 0.645
C 1.611256 0.924761 2.397557 4.27 -1.15 -2.75 -0.512
Br 1.342314 2.545395 3.607187 0.09 -2.09 -1.63 0.665
C 0.438988 -0.194124 2.149977 -0.72 1.10 0.71 -0.272
C -0.219079 -0.205263 0.651628 1.69 0.71 -1.19 -0.199
N -1.544945 -0.947048 0.548430 -0.44 -0.96 3.40 0.025
C -1.942860 -1.596460 1.859404 -0.56 1.31 2.14 -0.142
N -2.361241 -2.914174 1.990103 0.22 2.32 -0.33 0.196
N -1.954116 -0.773382 3.151108 1.58 -3.23 -3.75 0.038
C -0.785643 0.185634 3.220328 1.18 1.26 -0.41 -0.193
H 3.865006 3.048074 1.730173 0.39 -2.20 0.43 0.091
H 5.154553 1.572494 1.751204 -2.05 1.04 0.48 0.080
H 4.230101 2.083762 3.311359 -0.45 -0.38 -2.59 0.061
H 0.913180 -1.244748 2.389613 -1.04 1.99 -0.41 0.154
H 0.517381 -0.763709 -0.103335 -1.53 1.26 1.96 0.044
H -0.383735 0.881655 0.192214 0.48 -2.25 1.33 0.152
H -2.304502 -0.306669 0.182046 0.87 -1.29 0.90 0.155
H -3.004272 -3.134135 2.787211 1.29 0.21 -0.80 0.101
H -2.075696 -3.701733 1.367365 -0.66 1.47 0.24 0.157
H -2.006292 -1.383315 3.997277 -0.04 0.50 -0.97 0.047
H -1.218623 1.261513 2.946891 1.25 -2.27 0.80 0.132
H -0.262770 0.176646 4.292891 -1.70 0.07 -2.26 0.127
C 2.195721 0.539441 -3.628234 0.26 0.04 -0.30 -1.990
Cl 3.220551 -0.786608 -4.233359 -0.36 0.35 0.31 0.496
Cl 3.221981 1.789727 -2.881243 -0.29 -0.33 -0.15 0.516
Cl 1.283873 1.251188 -4.983402 0.23 -0.21 0.39 0.528
Cl 1.056513 -0.096676 -2.414966 0.17 0.15 -0.36 0.518
C -2.604248 -2.967490 7.078643 -0.01 -0.15 0.57 -1.994
Cl -3.679469 -2.108042 8.210062 0.36 -0.30 -0.42 0.537
Cl -1.219876 -1.924357 6.666565 -0.21 -0.12 -0.03 0.524
Cl -2.013110 -4.464731 7.842419 -0.19 0.51 -0.32 0.550
Cl -3.504657 -3.372792 5.595590 0.06 -0.01 0.14 0.493
C -0.879477 6.301460 4.171090 -0.07 0.23 -0.02 -1.993
Cl 0.236462 5.193924 5.009483 -0.32 0.38 0.01 0.436
Cl -0.156087 7.927890 4.094576 -0.17 -0.52 0.05 0.521
Cl -1.177585 5.705681 2.518605 0.08 0.09 0.35 0.505
Cl -2.420657 6.378238 5.061778 0.42 -0.06 -0.23 0.524
C -5.679487 0.101432 4.294204 -0.24 0.14 0.19 -1.997
Cl -5.088657 0.762004 2.748428 -0.13 -0.10 0.23 0.496
Cl -7.022631 1.106249 4.894810 0.58 -0.31 -0.06 0.534
Cl -6.251041 -1.567919 4.046973 0.26 0.27 0.10 0.488
Cl -4.355529 0.105426 5.486501 -0.27 0.09 -0.25 0.499
C 3.277376 8.471906 6.637411 -0.12 0.03 0.02 -1.994
Cl 3.211422 9.491104 5.177362 0.04 -0.26 0.35 0.514
Cl 4.776541 8.817773 7.535909 -0.41 0.00 -0.18 0.511
Cl 1.870199 8.824436 7.671871 0.35 -0.09 -0.27 0.521
Cl 3.251308 6.754347 6.164371 -0.54 0.54 0.15 0.457
C 7.177379 5.000464 5.467980 0.18 0.22 0.14 -1.995
Cl 6.259506 6.437798 5.984160 0.86 -0.65 -0.22 0.466
Cl 6.300143 4.175635 4.154765 0.12 0.13 0.21 0.505
Cl 8.785420 5.500186 4.885733 -0.42 -0.17 0.12 0.524
Cl 7.364397 3.888339 6.847347 -0.07 0.26 -0.36 0.519
C -10.222623 -0.132831 2.023532 -0.17 -0.09 -0.03 -1.985
Cl -10.818181 -0.663978 3.616659 0.19 0.15 -0.37 0.523
Cl -10.937431 1.448309 1.619225 0.20 -0.40 0.09 0.524
Cl -8.447495 0.012642 2.071366 -0.52 -0.01 -0.29 0.469
Cl -10.687424 -1.328387 0.786980 0.31 0.23 0.65 0.492
C 5.662579 -1.184957 -7.677706 0.06 0.22 -0.27 -1.989
Cl 4.744706 0.252376 -7.161525 0.22 -0.31 -0.18 0.494
Cl 4.785343 -2.009787 -8.990921 0.23 0.20 0.37 0.525
Cl 7.270620 -0.685236 -8.259952 -1.10 0.43 0.04 0.483
Cl 5.849597 -2.297083 -6.298338 -0.02 0.18 -0.23 0.496
C 10.762554 -2.764603 -8.390197 0.09 -0.18 0.15 -1.990
Cl 11.494173 -4.389128 -8.412826 -0.18 0.59 0.12 0.490
Cl 10.608147 -2.159495 -10.058856 0.01 -0.13 0.38 0.517
Cl 9.149768 -2.849992 -7.637762 1.00 -0.54 -0.04 0.464
Cl 11.798204 -1.659906 -7.451300 -0.27 -0.23 -0.23 0.519
C -12.937435 -0.829857 -3.033691 -0.02 0.24 -0.19 -1.981
Cl -12.026324 -0.054613 -1.713185 -0.39 -0.14 -0.60 0.478
Cl -11.989084 -0.744364 -4.539592 -0.32 0.25 0.53 0.483
Cl -13.244895 -2.535747 -2.621458 -0.06 0.44 0.14 0.494
Cl -14.489417 0.015370 -3.260407 0.39 -0.25 0.07 0.528
C 12.010591 -8.070999 -10.457295 0.01 -0.02 -0.10 -2.011
Cl 11.415032 -8.602147 -8.864168 0.14 0.15 -0.36 0.506
Cl 11.295783 -6.489859 -10.861601 0.18 -0.56 -0.05 0.481
Cl 13.785719 -7.925527 -10.409460 -0.45 -0.02 0.00 0.513
Cl 11.545790 -9.266555 -11.693847 0.12 0.28 0.32 0.513
C -10.489434 -4.000152 -6.257266 -0.16 -0.14 0.00 -1.995
Cl -9.992434 -2.344919 -6.690916 -0.04 -0.39 0.02 0.496
Cl -11.743580 -3.931834 -4.993593 0.52 -0.32 -0.53 0.466
Cl -11.141849 -4.820995 -7.697787 0.19 0.23 0.36 0.521
Cl -9.079787 -4.902757 -5.646810 -0.30 0.22 -0.14 0.509

[2]
24
Properties=species:S:1:pos:R:3:forces:R:3:nbo_charge:R:1 method="wB97M-V/def2-TZVPD" total_charge=0 smiles=Cc1ccc(O)cc1.CC multiplicity=1 gap_ev=9.5 homo_ev=-8.6 e_tot_ev=-11605.8037
C -0.069974 -1.760715 -2.275276 0.04 0.38 -1.68 -0.625
C 0.072841 -0.284642 -1.816639 -1.72 -3.75 -1.46 -0.052
C 1.299680 0.249232 -1.461313 1.83 -1.32 1.15 -0.206
C 1.367278 1.319285 -0.590931 2.76 -1.22 -0.74 -0.250
C 0.207249 1.920339 -0.372238 -1.01 2.76 1.16 0.241
O 0.166948 3.027188 0.445362 0.83 1.29 0.24 -0.691
C -0.968154 1.534297 -0.910508 -3.61 -0.70 -0.60 -0.237
C -1.157218 0.299860 -1.631567 -0.02 3.80 2.49 -0.195
H 0.058716 -1.797906 -3.398475 0.07 -0.20 1.07 0.214
H -1.082549 -2.254797 -2.095047 1.39 0.97 0.19 0.219
H 0.735278 -2.313132 -1.810271 -0.01 -0.55 -0.04 0.212
H 2.259869 -0.338179 -1.540113 -1.37 0.38 -0.41 0.216
H 2.295200 1.626360 -0.051078 -0.79 -0.28 -0.77 0.219
H 0.998392 3.556327 0.335469 -1.16 -0.86 0.19 0.477
H -1.824961 2.189808 -0.617882 0.63 -0.72 -0.41 0.220
H -2.244512 -0.026825 -1.755258 2.13 -0.04 -0.32 0.238
C 0.261301 -1.466372 2.170841 -5.11 -0.90 1.20 -0.601
C -0.669934 -0.291940 2.638652 -0.43 0.03 1.58 -0.615
H 0.256928 -1.531800 1.115861 0.74 0.20 -1.16 0.209
H 1.156498 -1.396395 2.684091 1.98 -0.16 0.52 0.206
H -0.338269 -2.435752 2.479344 1.53 1.61 -0.32 0.193
H -1.704508 -0.270845 2.228750 0.69 -0.54 0.18 0.205
H -0.316008 0.709011 2.441863 0.62 0.23 -0.49 0.207
H -0.760095 -0.262401 3.786357 -0.01 -0.43 -1.58 0.195

[3]
60
Properties=species:S:1:pos:R:3:forces:R:3:nbo_charge:R:1 method="wB97M-V/def2-TZVPD" total_charge=0 multiplicity=2 gap_ev="7.6 / 7.9" homo_ev="-7.3 / -7.5" e_tot_ev=-55145.0005 s_squared=0.75
Pd 0.328127 -0.608602 0.635842 -0.47 0.06 0.12 0.717
C 1.202872 1.983067 -3.110667 -0.01 -0.01 -0.03 -0.363
C 1.660595 1.468863 -1.892474 -0.05 -0.02 -0.04 -0.055
N 0.649050 1.195563 -1.080295 0.14 -0.09 0.05 -0.344
N -0.475290 1.513010 -1.756736 0.09 0.10 0.01 -0.353
C -0.168300 1.987821 -2.981300 -0.01 -0.02 -0.01 -0.008
B -1.815802 1.320414 -1.019514 -0.09 -0.02 -0.10 0.940
N -2.210377 -0.188366 -0.975712 -0.14 0.02 0.08 -0.332
C -3.353377 -0.712579 -1.462776 0.06 0.00 0.00 0.007
C -3.366377 -2.061637 -1.190430 -0.05 0.03 -0.02 -0.357
C -2.165558 -2.285161 -0.515344 0.04 0.03 0.03 -0.028
N -1.476796 -1.158875 -0.395186 0.11 -0.01 -0.15 -0.329
N -1.669060 1.896567 0.405427 0.12 0.06 0.04 -0.354
C -1.699642 3.202677 0.747241 -0.06 -0.04 -0.03 -0.031
C -1.336809 3.308376 2.070269 0.05 0.02 0.02 -0.353
C -1.065283 1.986545 2.455470 0.01 0.00 -0.08 -0.057
N -1.255312 1.149744 1.446640 -0.12 -0.09 0.08 -0.301
N -2.979744 2.061581 -1.695370 -0.04 -0.03 0.06 -0.373
C -4.134507 2.436827 -1.089293 0.02 0.02 -0.01 -0.037
C -5.040878 2.767137 -2.065819 0.01 0.00 0.04 -0.363
C -4.344023 2.542343 -3.266896 0.01 -0.01 0.01 -0.056
N -3.118151 2.106915 -3.038648 0.02 -0.01 -0.08 -0.289
H 1.775031 2.293891 -3.966891 0.02 0.00 0.00 0.224
H 2.673882 1.262126 -1.582366 0.01 0.01 0.00 0.193
H -0.948877 2.277321 -3.660579 0.00 0.01 0.00 0.253
H -4.066749 -0.094345 -1.979412 -0.03 -0.02 -0.01 0.231
H -4.128836 -2.774761 -1.447743 0.00 -0.01 0.01 0.228
H -1.783378 -3.204366 -0.104474 0.00 -0.02 -0.01 0.198
H -1.986403 3.952920 0.029799 -0.01 0.02 0.00 0.227
H -1.285011 4.202352 2.666913 0.00 0.01 0.00 0.223
H -0.731225 1.606971 3.408342 -0.01 0.01 0.02 0.204
H -4.227205 2.429834 -0.017040 0.00 0.01 0.02 0.229
H -6.047771 3.121007 -1.931048 -0.01 0.00 0.00 0.227
H -4.680617 2.679075 -4.282299 -0.01 0.01 -0.01 0.205
C 3.703112 -3.231421 -1.857605 -0.07 0.07 -0.05 -0.820
S 2.579035 -1.884761 -1.398373 0.13 -0.07 -0.01 1.294
O 1.375332 -2.083874 -2.232993 -0.13 -0.02 -0.12 -0.965
C 2.192778 -2.509824 0.238153 0.43 -0.15 0.17 -0.297
C 3.165997 -2.457481 1.236854 -0.06 0.00 -0.03 -0.217
C 2.908927 -3.036123 2.464948 0.03 0.03 -0.03 -0.207
C 1.681418 -3.650352 2.706232 -0.01 -0.02 0.04 -0.221
C 0.716173 -3.690115 1.716736 -0.03 0.03 0.01 -0.212
C 0.972382 -3.124135 0.466742 -0.09 0.03 -0.17 -0.202
H 3.155842 -4.171360 -1.807061 -0.03 0.01 0.02 0.236
H 4.577251 -3.253277 -1.209207 -0.01 0.05 0.05 0.225
H 4.002753 -3.026858 -2.884396 0.02 -0.01 0.00 0.238
H 4.108303 -1.955029 1.047649 0.02 -0.02 0.02 0.216
H 3.658394 -3.005393 3.245308 0.01 0.01 -0.01 0.217
H 1.487380 -4.098057 3.672409 -0.02 -0.01 0.00 0.217
H -0.236427 -4.170517 1.900318 0.00 0.00 0.01 0.222
H 0.282923 -3.200055 -0.364022 0.01 -0.04 0.01 0.255
N 3.149801 1.733021 2.759033 -0.01 0.05 -0.07 -0.511
C 2.784616 0.951250 3.827756 -0.03 -0.02 0.05 -0.097
C 1.909120 0.037230 3.328448 0.06 0.00 0.03 -0.083
N 1.742164 0.252288 1.982368 0.21 0.06 -0.01 -0.521
C 2.492274 1.280626 1.669885 -0.04 0.03 0.05 0.200
H 3.762194 2.528887 2.780299 0.00 -0.01 0.01 0.425
H 3.167939 1.116169 4.818025 0.00 -0.01 0.01 0.224
H 1.387915 -0.753999 3.837568 0.01 -0.01 0.01 0.229
H 2.544206 1.738907 0.697297 0.01 0.00 -0.02 0.231

[4]
11
Properties=species:S:1:pos:R:3:forces:R:3:nbo_charge:R:1 method="wB97M-V/def2-TZVPD" total_charge=0 smiles=[SiH3]C#P.[SiH4] multiplicity=1 gap_ev=10.2 homo_ev=-10.0 e_tot_ev=-26191.5060
Si -1.630591 -1.688944 -0.000031 -0.15 0.48 0.03 0.873
C -2.175212 0.075693 -0.017704 -0.49 1.58 -0.02 -1.058
P -2.656580 1.562662 -0.019422 0.55 -1.64 0.00 0.629
H -0.198885 -1.728194 0.311510 0.17 -0.08 0.03 -0.149
H -2.412542 -2.371267 1.032307 -0.05 -0.20 0.14 -0.147
H -1.896795 -2.269237 -1.317148 0.00 -0.14 -0.17 -0.147
Si 2.188988 1.289803 0.002234 0.05 -0.19 0.01 0.620
H 1.804434 0.378306 -1.075055 -0.10 -0.15 -0.22 -0.156
H 3.532229 0.933119 0.457154 0.27 -0.05 0.11 -0.156
H 1.248291 1.156819 1.109831 -0.22 -0.01 0.25 -0.154
H 2.196661 2.661243 -0.483675 -0.02 0.39 -0.15 -0.155